1.
Entry from OMol25: a structure of composition C46H47AsCl3IN4OPRb at a distorted geometry (ωB97M-V with the def2-TZVPD basis set).

## Properties
highest occupied orbital energy (alpha / beta) = -0.090 / -0.090 hartree
Kohn-Sham gap (alpha / beta) = 5.818 / 5.934 eV
total charge = -2

Positions of all 105 atoms, in Å:
1 Rb 15.895 9.960 13.696
2 C 16.756 14.509 19.083
3 C 15.839 13.605 19.617
4 C 15.932 12.224 19.422
5 C 17.080 11.712 18.796
6 C 18.048 12.588 18.311
7 C 17.884 13.957 18.462
8 P 17.210 9.889 18.502
9 C 17.933 9.369 20.109
10 C 17.743 8.044 20.510
11 C 18.306 7.566 21.695
12 C 19.044 8.396 22.487
13 C 19.182 9.721 22.172
14 C 18.618 10.199 20.992
15 C 18.528 9.703 17.246
16 C 19.844 9.350 17.616
17 C 20.766 9.204 16.615
18 C 20.415 9.365 15.287
19 C 19.093 9.780 14.965
20 C 18.071 9.884 15.890
21 H 16.679 15.580 19.259
22 H 15.006 13.988 20.244
23 H 15.227 11.478 19.766
24 H 18.850 12.143 17.701
25 H 18.588 14.654 18.006
26 H 17.223 7.362 19.851
27 H 18.184 6.528 21.935
28 H 19.539 7.945 23.341
29 H 19.759 10.337 22.871
30 H 18.741 11.242 20.715
31 H 20.106 9.119 18.668
32 H 21.763 8.887 16.919
33 H 21.126 9.363 14.461
34 H 18.918 10.030 13.910
35 N 14.591 12.521 15.983
36 C 15.112 13.238 14.956
37 N 15.540 14.543 15.312
38 O 15.266 12.911 13.800
39 H 14.282 13.046 16.813
40 H 14.117 11.592 15.720
41 H 15.817 14.577 16.289
42 H 16.249 14.845 14.692
43 I 17.997 6.017 17.151
44 C 18.435 6.526 15.103
45 H 17.472 6.497 14.495
46 H 19.307 6.038 14.698
47 Cl 14.777 8.687 7.436
48 C 16.321 8.605 8.181
49 Cl 17.295 7.300 7.675
50 Cl 17.290 10.618 6.899
51 C 16.387 9.064 9.504
52 N 16.568 9.446 10.589
53 C 8.311 8.988 9.466
54 C 9.230 9.345 10.577
55 C 8.775 9.390 11.881
56 C 9.619 9.791 12.914
57 C 9.047 9.780 14.275
58 C 10.943 10.076 12.668
59 As 12.095 11.231 13.860
60 N 13.172 10.290 14.861
61 C 13.121 9.054 15.444
62 C 14.120 8.795 16.462
63 C 14.310 7.516 16.906
64 C 13.553 6.462 16.418
65 C 12.565 6.701 15.457
66 C 12.289 7.993 15.000
67 C 10.765 12.154 15.022
68 C 10.795 12.066 16.436
69 C 11.324 10.869 17.188
70 C 10.289 13.123 17.173
71 C 9.702 14.240 16.606
72 C 9.178 15.366 17.474
73 C 9.670 14.251 15.245
74 C 10.214 13.275 14.436
75 C 10.225 13.516 12.929
76 C 11.440 9.970 11.361
77 C 12.899 10.134 10.991
78 C 10.559 9.597 10.320
79 H 8.120 9.782 8.750
80 H 7.344 8.709 9.877
81 H 8.779 8.172 8.928
82 H 7.732 9.069 12.087
83 H 8.371 8.905 14.414
84 H 8.516 10.700 14.506
85 H 9.809 9.576 15.028
86 H 14.707 9.646 16.843
87 H 15.019 7.357 17.710
88 H 13.918 5.487 16.702
89 H 11.889 5.891 15.173
90 H 11.431 8.096 14.338
91 H 12.412 11.004 17.411
92 H 11.214 9.934 16.656
93 H 10.832 10.745 18.145
94 H 10.389 13.080 18.249
95 H 9.008 16.297 16.949
96 H 9.908 15.554 18.315
97 H 8.239 15.160 17.956
98 H 9.269 15.156 14.751
99 H 9.795 14.504 12.696
100 H 9.622 12.735 12.455
101 H 11.206 13.486 12.556
102 H 13.421 10.847 11.616
103 H 13.118 10.472 9.988
104 H 13.480 9.206 11.082
105 H 10.912 9.542 9.251

These are the Mulliken partial charges, in e, on atoms 1 to 6:
1. Rb 0.951
2. C -0.643
3. C -0.402
4. C -0.633
5. C 0.312
6. C -0.043

---

2.
Entry from OMol25: a cluster of 2 separate species, C3H3Br in total at a distorted geometry (ωB97M-V with the def2-TZVPD basis set).

## Properties
highest occupied orbital energy (alpha / beta) = -0.359 / -0.359 hartree
Kohn-Sham gap (alpha / beta) = 7.334 / 7.335 eV

Positions of all 7 atoms, in Å:
1 C -0.705 0.010 0.855
2 C -0.144 0.491 -0.150
3 C 0.344 -0.856 -0.081
4 Br 0.373 2.666 -1.820
5 H -1.428 0.072 1.669
6 H 1.417 -0.821 0.314
7 H 0.142 -1.562 -0.787

These are the Mulliken partial charges, in e, on atoms 1 to 6:
1. C -0.307
2. C 0.128
3. C -0.357
4. Br -0.262
5. H 0.338
6. H 0.171

---

3.
Entry from OMol25: a cluster of 2 separate species, C3H8O2 in total at a distorted geometry (ωB97M-V with the def2-TZVPD basis set).

## Properties
highest occupied orbital energy = -0.362 hartree
SMILES = CCC=O.O
Kohn-Sham gap = 10.520 eV

Positions of all 13 atoms, in Å:
1 O 1.871 -2.278 -1.777
2 C 0.726 -2.013 -1.453
3 C 0.000 0.000 0.000
4 C 0.120 -0.639 -1.409
5 H 0.018 -2.877 -1.449
6 H -0.420 0.998 -0.210
7 H 0.931 0.125 0.578
8 H -0.722 -0.563 0.614
9 H -0.885 -0.778 -1.851
10 H 0.719 -0.037 -2.119
11 O 2.380 2.040 -5.145
12 H 2.356 1.565 -6.006
13 H 2.749 1.385 -4.510

These are the Mulliken partial charges, in e, on atoms 1 to 6:
1. O -0.480
2. C 0.015
3. C -0.957
4. C -0.166
5. H 0.302
6. H 0.265

---

4.
Entry from OMol25: a cluster of 2 separate species, C4H7ClNO in total at a distorted geometry (ωB97M-V with the def2-TZVPD basis set).

## Properties
highest occupied orbital energy (alpha / beta) = -0.456 / -0.504 hartree
Kohn-Sham gap (alpha / beta) = 7.322 / 9.283 eV
total charge = +1

Positions of all 14 atoms, in Å:
1 C 1.261 2.033 0.824
2 C 0.096 -0.762 -1.237
3 C -0.008 -1.402 0.142
4 C -0.506 0.483 -0.706
5 N -0.941 -0.279 0.593
6 O 1.054 1.698 1.923
7 Cl 2.043 3.085 -0.208
8 H 1.061 -0.654 -1.490
9 H -0.541 -1.265 -2.058
10 H -0.454 -2.315 0.326
11 H 0.864 -1.221 0.693
12 H -1.356 1.012 -1.070
13 H -1.952 -0.428 0.696
14 H -0.621 0.016 1.571

These are the Mulliken partial charges, in e, on atoms 1 to 6:
1. C 0.537
2. C -0.257
3. C -0.520
4. C -0.470
5. N -0.195
6. O -0.326

---

5.
Entry from OMol25: a structure of composition C5H12O2 at a distorted geometry (ωB97M-V with the def2-TZVPD basis set).

## Properties
highest occupied orbital energy (alpha / beta) = -0.287 / -0.288 hartree
Kohn-Sham gap (alpha / beta) = 6.628 / 6.644 eV

Positions of all 19 atoms, in Å:
1 C 2.314 -0.626 0.655
2 C 1.654 0.043 -0.534
3 C 0.266 -0.354 -0.747
4 O -0.218 0.273 2.139
5 C -0.769 0.407 -1.318
6 C -2.296 -0.096 -0.122
7 O -2.704 0.784 0.789
8 H 3.386 -0.436 0.626
9 H 1.863 -0.187 1.548
10 H 2.133 -1.712 0.645
11 H 2.118 -0.355 -1.462
12 H 1.752 1.132 -0.557
13 H 0.122 -1.437 -0.726
14 H -0.696 1.672 1.750
15 H -1.086 -0.035 -2.279
16 H -0.591 1.489 -1.386
17 H -1.958 -1.060 0.265
18 H -2.990 -0.158 -0.958
19 H -2.302 0.655 1.674

These are the Mulliken partial charges, in e, on atoms 1 to 6:
1. C -1.090
2. C -0.216
3. C -0.007
4. O -0.886
5. C -0.775
6. C -0.257

---

6.
Entry from OMol25: a structure of composition C30H25AlBrGeN2O4 (ωB97M-V with the def2-TZVPD basis set).

## Properties
highest occupied orbital energy (alpha / beta) = -0.458 / -0.459 hartree
expectation value of S² = 0.76
multiplicity = 2
Kohn-Sham gap (alpha / beta) = 6.205 / 5.935 eV
total charge = +2

Positions of all 64 atoms, in Å:
1 Al 1.139 3.012 0.446
2 O 2.268 5.289 3.392
3 C 2.046 4.297 2.574
4 O 1.345 4.474 1.477
5 C 2.510 2.986 2.822
6 C 3.109 2.372 3.938
7 C 3.212 1.000 3.958
8 C 2.637 0.202 2.932
9 C 2.087 0.848 1.862
10 N 2.145 2.196 1.771
11 C 1.224 0.354 0.767
12 O 0.970 -0.850 0.602
13 O 0.698 1.296 0.031
14 H 1.869 6.116 3.087
15 H 3.436 2.970 4.778
16 H 3.684 0.514 4.800
17 H 2.600 -0.876 3.013
18 C -3.388 4.431 -2.440
19 C -1.904 4.289 -2.316
20 C -1.031 4.572 -3.366
21 C 0.344 4.415 -3.220
22 C 0.789 3.978 -2.000
23 Br 2.616 3.641 -1.556
24 N -0.016 3.713 -0.967
25 C -1.337 3.858 -1.121
26 H -3.672 4.753 -3.439
27 H -3.768 5.162 -1.725
28 H -3.879 3.481 -2.226
29 H -1.421 4.916 -4.315
30 H 1.034 4.625 -4.024
31 H -1.945 3.619 -0.258
32 C 0.571 -0.517 -2.553
33 Ge -0.045 -1.584 -1.011
34 C -1.904 -1.134 -0.577
35 C -2.892 -1.782 -1.317
36 C -4.227 -1.461 -1.125
37 C -4.580 -0.500 -0.188
38 C -3.600 0.139 0.558
39 C -2.262 -0.173 0.363
40 C 0.807 -3.325 -0.828
41 C 1.758 -3.654 -1.763
42 C 2.486 -4.852 -1.654
43 C 2.242 -5.704 -0.612
44 C 1.266 -5.401 0.365
45 C 1.010 -6.275 1.447
46 C 0.077 -5.965 2.396
47 C -0.649 -4.762 2.302
48 C -0.430 -3.900 1.264
49 C 0.530 -4.189 0.267
50 H 0.317 -1.061 -3.464
51 H 1.647 -0.349 -2.532
52 H 0.042 0.434 -2.556
53 H -2.618 -2.545 -2.038
54 H -4.990 -1.969 -1.700
55 H -5.623 -0.257 -0.033
56 H -3.883 0.871 1.304
57 H -1.502 0.320 0.960
58 H 1.958 -2.993 -2.599
59 H 3.236 -5.088 -2.396
60 H 2.801 -6.628 -0.527
61 H 1.568 -7.201 1.507
62 H -0.113 -6.642 3.217
63 H -1.391 -4.524 3.053
64 H -1.007 -2.984 1.191

These are the Mulliken partial charges, in e, on atoms 1 to 6:
1. Al 0.010
2. O -0.462
3. C 0.251
4. O -0.487
5. C 0.286
6. C -0.671

---

These records have energy above the lowest of the compared OMol25 structures with the same formula, charge and spin values of 23.49 87.83 25.10 85.53 195.12 0.00 kcal per mole, in the order they appear.
These records have DFT total energy values of -172921.359 -73196.169 -7334.962 -20309.867 -9466.675 -175832.604 eV, in the order they appear.